Entry 1:
Entry from the OMol25 dataset: a molecular structure, C24H33AuFN4SSe in a non-equilibrium geometry (ωB97M-V/def2-TZVPD).

Kohn-Sham gap (spin up / spin down) = 0.3379 / 0.2213 Ha
F_max = 0.03415 Eh/bohr
multiplicity = 3
DFT total energy = -4188.29180 a.u.
total charge = +1
LUMO (spin up / spin down) = -2.01 / -5.51 eV
⟨S²⟩ = 2.049

Atoms and positions in Å:
Au 0.76208 -0.37300 -0.24223
C -2.62092 0.76110 -0.49261
C -2.45073 1.47929 0.84978
C -1.46742 2.63958 0.76416
C -2.12886 0.43047 1.88829
C -3.20014 -0.11954 2.57186
C -3.02603 -1.10970 3.52141
C -1.75238 -1.57226 3.79489
C -0.64308 -1.05192 3.15524
C 0.70670 -1.69029 3.37672
C 1.09998 -1.69328 4.85436
C 0.69127 -3.11941 2.82272
C -0.82874 -0.01918 2.20102
N 0.29626 0.52013 1.59192
C 1.17872 1.19533 2.35547
C 0.78328 1.80353 3.57421
C 1.65535 2.57669 4.30076
C 2.95811 2.79300 3.85805
C 3.38684 2.20607 2.67434
C 2.51676 1.42188 1.95569
F 2.97444 0.80423 0.83593
H -2.83688 1.47101 -1.28658
H -3.43035 0.03652 -0.42800
H -1.70075 0.23067 -0.75083
H -3.42263 1.90851 1.12445
H -0.50996 2.33324 0.34809
H -1.29337 3.06984 1.74826
H -1.87927 3.40984 0.11685
H -4.19245 0.25091 2.36259
H -3.87906 -1.52647 4.03147
H -1.61705 -2.35518 4.52065
H 1.47557 -1.13558 2.83147
H 0.43003 -2.31573 5.43841
H 1.08732 -0.68696 5.26755
H 2.10409 -2.09586 4.95413
H -0.04665 -3.72512 3.33921
H 1.66646 -3.57823 2.95801
H 0.45598 -3.11923 1.76001
H -0.23921 1.68464 3.90229
H 1.31295 3.03730 5.21417
H 3.63259 3.40825 4.43175
H 4.38805 2.34742 2.29652
Se 1.63179 1.83172 -1.55461
C 0.07986 1.96669 -2.43447
N -0.92300 2.04182 -2.99554
C 2.25991 -0.92581 -6.36205
C 1.76502 -0.00368 -5.25192
N 1.68943 -0.66728 -3.96068
C 0.73479 -1.38030 -3.39458
S 1.12112 -2.07270 -1.83571
N -0.45192 -1.71200 -3.86181
C -1.16258 -1.36643 -5.07992
C -2.04984 -0.14909 -4.85539
H 2.27507 -0.37542 -7.29904
H 1.61832 -1.79643 -6.47926
H 3.26633 -1.27776 -6.15185
H 0.79361 0.42095 -5.49825
H 2.47065 0.81781 -5.12666
H 2.55574 -0.67168 -3.43626
H -1.01082 -2.23547 -3.19713
H -1.77854 -2.22997 -5.34104
H -0.45670 -1.20131 -5.89003
H -2.77028 -0.35426 -4.06859
H -2.59116 0.09238 -5.76401
H -1.46371 0.71569 -4.55367

---

Entry 2:
Entry from the OMol25 dataset: a molecular structure, C24H33BNO5Zr in a non-equilibrium geometry (ωB97M-V/def2-TZVPD).

Kohn-Sham gap (spin up / spin down) = 0.1010 / 0.1014 Ha
F_max = 0.06512 Eh/bohr
DFT total energy = -1437.12571 a.u.
total charge = -1
LUMO (spin up / spin down) = 1.97 / 1.97 eV

Atoms and positions in Å:
C 0.34789 -0.29010 -3.64165
C 0.10415 -1.04051 -2.31536
C -0.11941 1.19481 -3.37133
C -0.89281 1.19025 -2.03144
H -0.80586 1.44919 -4.18950
H 0.72491 1.89249 -3.40855
C -1.05066 -0.27958 -1.63814
H 0.99689 -0.91907 -1.67474
H -0.08814 -2.11209 -2.48969
C -1.01039 -0.36326 -0.12457
H -1.99863 -0.68932 -2.02716
H -1.87355 1.65174 -2.18285
C -0.29156 1.90682 -0.76158
C 1.79883 -0.43513 -4.10825
C -0.40975 -0.88214 -4.83840
O -0.94948 -0.20537 -5.69876
O 2.75623 -0.39764 -3.34490
O 1.91078 -0.63657 -5.43456
O -0.38654 -2.22654 -4.90016
C -1.15269 -2.75324 -5.99808
H -1.09691 -3.83958 -5.90414
H -0.73773 -2.43134 -6.96270
H -2.19089 -2.40605 -5.91461
C 3.25030 -0.76178 -5.92626
H 3.87496 0.02229 -5.48234
H 3.17666 -0.63882 -7.01264
H 3.66859 -1.75319 -5.68370
O -0.34103 0.81618 0.39892
H -0.50037 -1.29291 0.18904
H -2.04593 -0.38592 0.24398
C -1.13019 3.02306 -0.14099
C 1.12585 2.38711 -1.00922
H 1.08350 3.22557 -1.72844
H 1.79098 1.62474 -1.45088
H 1.56292 2.81270 -0.09433
H -0.57431 3.44350 0.71684
H -2.08989 2.64377 0.26112
H -1.33911 3.81524 -0.87689
Zr -0.43076 0.39555 2.95802
C -2.49584 -0.09932 4.41008
C -2.93073 -0.16912 3.03697
C -2.24110 -1.26754 2.42887
H -3.73463 0.41625 2.58220
C -1.37421 -1.84574 3.39248
C -1.53795 -1.13329 4.62748
H -1.14824 -1.44712 5.60019
H -2.88592 0.56469 5.17696
H -2.43662 -1.70455 1.44399
H -0.81714 -2.76847 3.26353
C 2.11737 0.82870 3.12548
C 1.81662 -0.14777 4.12754
C 1.23644 -1.28077 3.49451
H 2.12751 -0.12034 5.17135
C 1.17859 -1.02832 2.08029
C 1.73905 0.28395 1.85040
H 1.99079 0.71694 0.88541
H 2.64337 1.77206 3.29017
H 1.03194 -2.21927 3.99759
H 0.87910 -1.74626 1.31130
B 0.09238 0.83292 7.53340
C -0.10790 1.18021 6.06539
N -0.26594 1.36323 4.91414
H 1.09950 0.14907 7.69103
H -0.86087 0.21725 7.99644
H 0.21762 1.89774 8.10168

---

Entry 3:
Entry from the OMol25 dataset: 2 unconnected molecules or ions with the total composition C24H33F5N3O7S2 in a non-equilibrium geometry (ωB97M-V/def2-TZVPD).

Kohn-Sham gap = 0.2259 Ha
F_max = 0.04031 Eh/bohr
DFT total energy = -2920.54325 a.u.
total charge = +1
LUMO = -4.24 eV

Atoms and positions in Å:
C -4.73765 4.26809 0.64256
C -4.48815 2.86935 0.10078
F -4.78490 1.88979 1.04489
C -3.05128 2.66860 -0.38916
N -2.66037 1.23984 -0.31258
C -2.76303 0.49308 -1.43344
C -3.21010 1.06258 -2.73931
C -2.05086 1.26584 -3.76529
C -0.62527 1.01262 -3.29029
S -0.04255 2.32908 -2.18182
C -2.44550 -0.86327 -1.37122
O -2.52471 -1.63614 -2.49112
C -1.97926 -1.41830 -0.20876
C -1.63561 -2.88835 -0.20629
O -2.50810 -3.69153 -0.06763
O -0.33214 -3.15666 -0.25516
C 0.29834 -3.02203 -1.55602
C 1.79088 -2.92310 -1.31717
C 2.26694 -1.46609 -1.42110
C 3.36655 -1.07352 -0.42724
N 3.02416 0.15779 0.26248
C 3.12720 0.31750 1.61170
C 2.72361 1.58960 1.94208
C 2.36686 2.23795 0.73263
C 2.56646 1.33012 -0.28508
C -1.83132 -0.63525 0.94287
C -1.24661 -1.32553 2.14845
C 0.29292 -1.48853 2.01695
F 0.73334 -0.98367 0.79752
C -2.22143 0.69258 0.87408
S -2.16207 1.68858 2.41055
O -2.46810 3.06526 2.19599
O -2.86657 0.93555 3.39765
C -0.33135 1.74466 2.87626
F -0.11302 0.93034 3.89118
F -0.08581 2.98603 3.23616
F 0.41014 1.41705 1.82773
H -5.60208 4.70700 0.15574
H -4.92863 4.20289 1.70695
H -3.88888 4.92135 0.46448
H -5.15746 2.68855 -0.74087
H -2.32452 3.24761 0.15406
H -2.99093 3.01754 -1.40740
H -3.91699 0.35859 -3.16987
H -3.77344 1.97201 -2.59774
H -2.21597 0.60258 -4.60928
H -2.11085 2.28095 -4.15026
H 0.01940 1.01272 -4.16408
H -0.50064 0.04334 -2.81853
H 0.79129 1.59977 -1.43121
H -3.44488 -1.77287 -2.75036
H -0.04386 -2.09846 -2.02300
H -0.01733 -3.85061 -2.18343
H 1.96389 -3.30097 -0.31282
H 2.31787 -3.52735 -2.04869
H 1.42991 -0.79080 -1.25219
H 2.61415 -1.30608 -2.43938
H 4.31067 -0.94208 -0.94969
H 3.48927 -1.82555 0.34432
H 3.49586 -0.45110 2.26477
H 2.69889 2.01911 2.92668
H 2.02530 3.25359 0.64308
H 2.43042 1.45019 -1.34520
H -1.53576 -0.86632 3.08379
H -1.67405 -2.32478 2.16440
H 0.82830 -0.99141 2.81794
H 0.55625 -2.54156 2.04182
C 6.77291 -3.78051 1.87197
N 6.09924 -2.47194 1.65044
O 5.27101 -2.11154 2.46435
O 6.42913 -1.84335 0.66756
H 6.37902 -4.21514 2.78197
H 6.56437 -4.40102 1.00614
H 7.83749 -3.58425 1.94971